This record from the Open Molecules 2025 dataset describes a 12-piece molecular cluster, C66H154N2O32 overall in a non-equilibrium geometry. The level of theory is ωB97M-V with the def2-TZVPD basis set.

```
254
Properties=species:S:1:pos:R:3:forces:R:3
C -0.137 -6.431 -1.236 0.67 -1.47 0.40
O 0.698 -6.932 -2.298 0.50 -0.11 0.06
C 1.952 -7.524 -1.859 -0.12 1.14 -0.09
C 2.652 -8.289 -2.990 -0.69 1.33 -0.33
O 2.700 -7.577 -4.249 -0.88 0.32 -0.56
C 3.162 -6.209 -4.282 1.17 0.09 1.46
C 2.947 -5.445 -5.581 -0.43 0.25 -0.86
O 3.290 -4.009 -5.569 0.69 -1.45 0.67
C 3.208 -3.432 -6.861 -0.80 -0.11 -0.03
H -0.149 -7.259 -0.527 -0.50 0.06 0.48
H -1.159 -6.232 -1.559 0.26 -0.06 -0.50
H 0.220 -5.566 -0.677 0.49 0.28 -0.40
H 1.866 -8.213 -1.019 -0.59 -0.27 0.09
H 2.572 -6.725 -1.454 0.24 0.30 -0.13
H 2.068 -9.204 -3.088 -0.03 0.09 -0.89
H 3.659 -8.613 -2.724 0.17 0.26 0.41
H 4.241 -6.287 -4.143 0.26 0.31 0.23
H 2.765 -5.581 -3.485 -0.24 -0.23 0.33
H 1.883 -5.494 -5.815 -0.08 -0.27 -0.44
H 3.575 -5.937 -6.323 -0.30 0.05 -0.47
H 3.764 -3.903 -7.671 0.38 -0.58 0.29
H 3.535 -2.392 -6.854 -0.05 -0.03 0.53
H 2.161 -3.468 -7.163 -0.22 0.21 -0.27
C 4.103 0.747 -1.625 -0.47 0.19 0.11
O 4.637 0.778 -2.918 -0.94 0.00 -0.79
C 6.000 1.009 -2.884 1.07 -0.70 -1.36
C 6.583 0.935 -4.332 -0.93 1.81 2.33
O 6.765 -0.362 -4.692 -0.21 -2.79 -1.66
C 6.891 -0.568 -6.126 0.64 0.72 1.47
C 7.954 0.377 -6.685 -0.15 -0.07 -1.06
O 7.556 1.785 -6.833 1.13 -1.38 -0.97
C 6.605 1.931 -7.884 -0.97 -0.60 0.44
H 4.239 1.740 -1.197 0.45 -0.14 0.74
H 4.532 -0.105 -1.098 0.13 0.31 0.59
H 3.021 0.614 -1.616 -0.05 -0.27 -0.56
H 6.482 0.223 -2.302 0.29 -0.24 0.21
H 6.286 1.951 -2.415 -0.26 0.40 -0.01
H 7.534 1.461 -4.257 0.11 0.31 -0.48
H 5.875 1.426 -4.999 0.12 0.37 -0.03
H 5.949 -0.514 -6.671 -0.36 0.63 0.26
H 7.159 -1.613 -6.283 0.55 0.04 0.26
H 8.265 -0.109 -7.609 -0.45 0.56 -1.02
H 8.929 0.280 -6.206 -0.39 0.64 1.03
H 6.364 2.950 -8.185 0.44 0.27 0.82
H 5.708 1.461 -7.481 -0.56 0.23 -0.45
H 6.803 1.446 -8.840 0.74 -0.45 0.11
C 3.269 0.988 1.634 -0.38 -0.15 1.28
O 4.466 1.600 2.099 0.49 -1.23 -0.36
C 4.322 2.771 2.869 -0.94 0.24 -1.39
C 5.691 3.322 3.163 -0.65 -0.04 0.13
O 5.437 4.395 4.058 0.95 0.19 0.20
C 6.561 5.231 4.383 -1.08 -0.16 -0.29
C 6.203 6.110 5.585 0.36 0.54 -1.93
O 5.528 7.301 5.093 -0.67 -0.35 2.10
C 5.375 8.213 6.250 1.22 -0.52 -1.72
H 2.626 0.842 2.502 -0.45 0.27 -0.07
H 3.386 -0.039 1.288 0.90 0.10 -0.15
H 2.736 1.517 0.844 0.10 0.51 0.08
H 3.692 2.722 3.757 0.10 -0.65 0.30
H 3.786 3.455 2.211 -0.07 0.64 0.14
H 6.125 3.600 2.203 0.30 0.51 0.02
H 6.316 2.532 3.580 0.20 0.03 0.38
H 6.766 5.864 3.520 0.13 0.26 -0.06
H 7.463 4.647 4.566 -0.01 -0.28 0.27
H 7.156 6.450 5.990 0.08 -0.11 0.54
H 5.617 5.523 6.291 -0.11 0.23 0.17
H 4.990 7.736 7.152 -0.29 -0.11 -0.21
H 4.813 9.094 5.941 -0.23 -0.33 0.01
H 6.405 8.525 6.421 0.02 0.34 0.57
C -7.419 1.378 -1.556 -0.58 -0.61 -0.36
O -6.185 1.158 -2.190 0.26 -0.08 0.59
C -6.151 0.462 -3.427 1.06 1.53 0.37
C -4.682 0.151 -3.705 0.67 -0.05 -2.10
O -3.818 1.153 -4.301 -2.84 1.65 0.90
C -2.477 0.908 -4.343 1.37 -0.12 0.62
C -1.723 1.968 -5.188 -1.90 -0.33 -0.79
O -2.140 3.340 -5.003 1.44 -1.67 0.76
C -1.651 3.847 -3.768 -0.67 1.20 -0.17
H -7.295 1.984 -0.659 0.32 0.10 -0.20
H -7.872 0.437 -1.243 -0.02 -0.30 0.12
H -8.163 1.837 -2.206 0.06 0.37 -0.22
H -6.607 1.125 -4.163 0.04 -0.19 -0.47
H -6.635 -0.514 -3.454 -0.37 -0.06 0.47
H -4.718 -0.517 -4.565 -0.08 -1.17 0.44
H -4.250 -0.299 -2.811 0.19 -0.09 -0.04
H -2.304 -0.087 -4.753 0.43 -0.19 -0.31
H -2.060 0.878 -3.336 0.18 0.02 0.46
H -2.030 1.730 -6.206 0.11 0.26 -0.25
H -0.651 1.777 -5.135 0.15 0.35 0.38
H -2.271 3.596 -2.907 -0.15 -0.38 -0.11
H -1.719 4.928 -3.892 0.05 0.16 0.18
H -0.618 3.632 -3.494 0.14 -0.46 -0.48
C -3.223 1.522 -0.613 0.00 -0.50 0.80
O -3.179 1.460 0.850 0.64 0.02 -1.40
C -4.135 2.318 1.392 -0.49 -0.08 0.76
C -4.019 2.408 2.960 -0.60 -0.85 -1.18
O -4.338 1.196 3.676 -0.18 0.43 -1.58
C -4.325 1.413 5.073 1.41 -1.11 -0.58
C -4.361 0.005 5.754 -2.03 1.36 -0.35
O -3.307 -0.864 5.589 1.63 0.22 -1.19
C -3.164 -1.442 4.268 -0.12 -0.93 0.25
H -2.330 1.068 -1.043 0.02 -0.18 0.46
H -3.227 2.530 -1.028 -0.18 0.25 0.43
H -4.109 0.987 -0.956 -0.11 0.09 -0.05
H -5.120 2.068 0.997 -0.59 -0.67 0.57
H -4.045 3.292 0.912 0.56 0.75 0.56
H -4.739 3.150 3.305 0.22 0.51 -0.06
H -2.983 2.678 3.164 0.04 0.27 0.26
H -5.124 2.105 5.340 -0.34 -0.26 0.46
H -3.371 1.909 5.251 0.21 0.12 0.71
H -5.267 -0.483 5.393 -0.41 -0.04 -0.30
H -4.581 0.177 6.807 0.59 -0.16 0.24
H -3.275 -0.847 3.362 -0.28 0.77 0.60
H -3.874 -2.266 4.198 -0.29 -0.09 -0.06
H -2.187 -1.909 4.149 0.22 0.17 0.66
C 3.439 8.205 2.208 -0.63 1.06 -0.30
O 2.209 7.502 2.038 0.24 -0.78 1.44
C 2.298 6.215 2.723 -0.06 -0.22 -0.97
C 0.961 5.442 2.662 0.44 1.23 1.38
O 1.104 4.067 3.011 1.35 1.13 -0.06
C -0.039 3.336 2.800 -1.18 -2.17 -0.20
C -0.054 1.993 3.595 2.36 1.27 -1.05
O 0.282 2.259 4.929 -0.42 0.95 0.36
C 0.022 1.186 5.774 -0.49 -0.36 0.01
H 3.822 8.329 3.220 -0.22 -0.84 0.37
H 3.217 9.241 1.949 0.02 0.00 -0.52
H 4.243 7.837 1.569 -0.01 -0.25 -0.07
H 2.637 6.339 3.751 0.20 0.01 -0.06
H 3.013 5.662 2.114 0.37 -0.44 0.44
H 0.560 5.740 1.693 -0.52 -0.79 -0.22
H 0.329 5.801 3.474 -0.42 0.68 -0.29
H -0.034 3.131 1.730 -0.75 -0.53 -0.17
H -1.014 3.739 3.074 0.10 1.32 0.09
H 0.803 1.451 3.196 -0.50 -0.77 -0.22
H -1.006 1.484 3.446 -0.03 -0.18 0.06
H 0.204 1.496 6.803 0.04 -0.08 -0.08
H 0.602 0.296 5.529 0.42 -0.01 -0.02
H -1.016 0.883 5.642 -0.37 -0.13 0.34
C 4.113 -0.999 8.658 0.61 0.01 -0.71
O 2.991 -0.907 7.821 -0.92 -0.68 -0.45
C 3.155 -1.031 6.379 -0.62 0.22 0.85
C 2.112 -1.955 5.753 0.07 -0.12 1.09
O 2.350 -1.935 4.359 -1.36 -0.72 0.08
C 1.241 -2.507 3.652 0.44 -0.68 -0.89
C 1.648 -3.156 2.333 3.04 0.44 -1.01
O 2.822 -4.068 2.437 -0.67 -0.49 -0.37
C 3.575 -4.356 1.214 -0.22 0.81 1.10
H 4.563 -1.989 8.578 0.34 -0.06 -0.07
H 3.901 -0.839 9.715 -0.75 0.03 -0.18
H 4.818 -0.214 8.385 0.46 -0.09 -0.05
H 4.068 -1.506 6.021 0.63 0.55 0.51
H 3.016 -0.008 6.029 0.35 -0.10 -0.55
H 1.090 -1.762 6.078 -0.29 0.85 -0.49
H 2.228 -2.943 6.199 0.55 -0.53 -0.27
H 0.518 -1.735 3.385 -0.02 0.26 -0.02
H 0.670 -3.291 4.149 0.38 0.02 1.03
H 2.077 -2.406 1.669 -0.59 0.53 -0.17
H 0.780 -3.594 1.840 -0.05 -0.35 0.11
H 3.060 -4.984 0.488 -0.44 0.11 0.04
H 4.511 -4.855 1.464 -0.29 -0.42 0.69
H 3.973 -3.463 0.732 -0.70 0.43 -0.20
C -2.284 7.033 3.001 1.06 0.76 -1.01
O -3.350 7.632 2.274 -1.11 -0.85 -0.51
C -3.598 7.017 0.972 0.09 0.01 1.37
C -2.542 7.312 -0.079 0.56 0.26 -0.59
O -1.354 6.501 -0.160 -0.90 0.34 0.60
C -1.663 5.149 -0.253 2.57 -1.89 -0.59
C -0.293 4.407 -0.702 -1.45 -1.23 0.46
O -0.652 2.993 -1.006 -0.24 2.92 0.13
C 0.425 2.172 -1.331 0.09 -0.41 0.94
H -1.409 7.409 2.470 0.67 -0.50 0.29
H -2.246 5.944 3.029 -0.43 -0.19 -0.27
H -2.183 7.385 4.028 -0.69 0.28 -0.08
H -4.589 7.328 0.642 0.23 0.87 -0.05
H -3.821 5.959 1.107 0.64 -0.45 0.11
H -2.167 8.330 0.034 -0.10 0.02 0.24
H -2.976 7.273 -1.078 -0.47 -0.09 -0.09
H -2.423 4.875 -0.984 -0.13 0.41 -0.49
H -2.026 4.720 0.681 0.28 -0.04 0.35
H 0.501 4.410 0.045 -0.36 -0.08 0.64
H 0.223 4.914 -1.517 -0.63 -0.02 -0.72
H 0.950 1.927 -0.408 0.35 -0.20 0.13
H 1.156 2.598 -2.019 -0.17 0.09 -0.43
H -0.040 1.253 -1.687 0.35 -0.13 -0.38
C -12.567 -2.047 3.890 -0.92 -1.28 -0.24
O -11.652 -2.922 3.300 2.03 -0.17 -1.36
C -10.889 -3.793 4.140 -0.12 1.28 0.84
C -9.625 -4.366 3.521 -0.08 -0.22 0.14
O -8.555 -3.443 3.368 0.04 0.36 -0.66
C -7.492 -3.976 2.587 0.82 0.30 -1.03
C -6.366 -2.945 2.292 -1.31 0.45 1.11
O -6.902 -2.022 1.359 1.06 1.32 -0.37
C -6.040 -0.869 1.059 0.18 -1.14 0.26
H -13.228 -2.764 4.377 -0.54 0.79 1.16
H -13.193 -1.615 3.109 0.31 0.02 -0.30
H -12.178 -1.212 4.474 0.30 -0.36 0.41
H -11.542 -4.591 4.493 0.02 -0.47 -0.17
H -10.594 -3.266 5.047 0.08 0.34 0.18
H -9.950 -4.894 2.625 0.47 0.23 -0.64
H -9.207 -5.122 4.186 -0.52 -0.45 0.33
H -7.856 -4.275 1.604 -0.33 -0.16 -0.12
H -7.029 -4.857 3.031 -0.08 -0.18 0.44
H -5.377 -3.323 2.031 -0.18 -0.76 -0.78
H -6.128 -2.515 3.264 -0.26 0.83 0.25
H -6.532 -0.121 0.438 -0.58 -0.27 0.46
H -5.174 -1.145 0.457 0.17 -0.60 -0.17
H -5.598 -0.431 1.953 -0.43 0.16 0.28
C 1.410 -1.138 -4.056 -0.33 -0.25 -0.87
O 0.131 -1.038 -4.640 -2.20 0.24 0.13
C -0.203 -1.857 -5.755 0.89 -0.03 0.24
C -0.419 -3.352 -5.441 -0.47 1.67 0.02
O -1.664 -3.426 -4.734 0.56 -0.11 0.17
C -2.238 -4.716 -4.644 -0.15 0.06 -0.23
C -3.539 -4.658 -3.882 -0.55 0.71 0.71
O -3.461 -4.319 -2.483 1.47 -1.06 -1.90
C -4.698 -4.355 -1.886 -0.41 1.07 1.27
H 1.364 -0.640 -3.088 0.09 -0.17 -0.11
H 2.093 -0.599 -4.713 0.59 -0.16 0.11
H 1.658 -2.195 -3.958 0.59 0.11 0.29
H 0.580 -1.659 -6.487 0.35 -0.69 -0.36
H -1.109 -1.531 -6.267 -0.24 0.54 0.61
H 0.450 -3.673 -4.866 -0.17 -0.69 0.14
H -0.510 -3.833 -6.415 0.17 -0.49 -0.02
H -1.520 -5.475 -4.334 0.08 0.03 0.58
H -2.566 -5.038 -5.633 0.04 -0.08 -0.48
H -4.149 -5.551 -4.018 0.44 -0.66 0.15
H -4.178 -3.920 -4.365 0.10 0.59 -0.16
H -5.291 -5.260 -2.013 0.17 -0.27 -0.16
H -5.284 -3.485 -2.184 -0.43 0.06 -0.29
H -4.470 -4.184 -0.834 -0.39 -0.29 0.24
C 6.244 -3.871 -3.865 0.49 0.64 0.49
N 5.363 -3.746 -2.691 2.10 -2.01 -1.49
C 5.382 -4.924 -1.848 -0.04 -0.03 0.25
C 4.542 -2.733 -2.619 -3.34 0.14 1.55
O 3.609 -2.698 -1.774 1.65 0.68 -1.43
H 7.276 -4.022 -3.548 0.15 0.28 0.22
H 6.181 -2.937 -4.423 0.11 -0.16 -0.10
H 6.070 -4.723 -4.523 -0.79 -0.03 0.11
H 4.468 -5.079 -1.275 -0.10 0.25 -0.32
H 5.569 -5.767 -2.513 -0.13 -0.17 0.23
H 6.202 -4.884 -1.130 0.14 0.11 0.03
H 4.705 -2.028 -3.449 -0.27 0.41 0.43
C -2.074 -1.810 -0.918 0.56 0.42 0.72
N -0.822 -1.429 -0.195 -1.12 -0.83 -0.92
C 0.322 -2.050 -0.868 0.05 1.56 0.22
C -0.843 -0.642 0.908 0.47 0.37 0.37
O 0.105 -0.127 1.512 -0.49 -1.03 -1.04
H -2.916 -1.178 -0.636 -0.05 -0.37 0.55
H -2.226 -2.882 -0.796 -0.42 0.09 0.07
H -1.975 -1.632 -1.989 0.40 0.00 -0.09
H 0.057 -2.010 -1.925 0.43 -0.16 -0.03
H 1.169 -1.392 -0.670 0.37 -0.44 -0.12
H 0.532 -3.084 -0.593 -0.11 0.07 0.28
H -1.870 -0.474 1.268 -0.03 0.12 -0.22
```
Positions in Å, forces in eV/Å.

The total charge is 0. As for the total energy: -5123.45343 a.u. Its LUMO energy is 0.4 eV. Its orbital gap is 9.1 eV.

Here are the Löwdin charges for atoms 1 to 4, given in e: C -0.08; O -0.19; C -0.20; C -0.15